Entry from the Open Molecules 2025 dataset: a 2-piece molecular cluster, C2H3F2I overall at a distorted geometry (ωB97M-V/def2-TZVPD).

Structure (SMILES) ... F/C=C/F.I
Energy above the lowest of the compared OMol25 structures with the same formula, charge and spin ... 43.1 kcal per mole
Electronic energy ... -575.3580 a.u.

XYZ file:
```
8
Properties=species:S:1:pos:R:3:forces:R:3:nbo_charge:R:1
I -3.6194 -0.0131 -1.1666 -4.3 -1.1 0.4 -0.089
F 2.2516 0.1377 1.6808 -1.3 -0.1 -0.9 -0.329
F -0.3315 -0.1654 -0.8279 1.5 -0.3 0.5 -0.345
C 0.8818 -0.3221 -0.1938 0.8 -1.0 0.1 0.140
C 1.0536 0.2439 1.0014 2.0 -1.2 -1.1 0.157
H -2.2174 0.3523 -1.3142 3.9 1.1 -0.5 0.086
H 1.6374 -1.0401 -0.6869 -1.5 1.5 0.6 0.200
H 0.3438 0.8069 1.5072 -1.1 1.0 0.8 0.181
```
Positions in Å, forces in eV/Å.